Record 1
A molecular structure, C57H61N2OP3Pb, computed with wB97M-V/def2-TZVPD.

Properties
HOMO energy = -12.327 eV
Relative energy (zero: lowest compared OMol25 entry of this formula, charge and spin) = 2.613 eV
DFT total energy = -98228.5216 eV
Net charge = +2
HOMO-LUMO gap = 6.05 eV
Maximum force = 1.000 eV Å⁻¹
LUMO = -6.28 eV

Element x y z (Å)
Pb 0.01708 0.27334 -0.32061
O 4.17253 -1.90255 0.84078
C 5.45013 -1.33717 0.73927
C 6.54365 -1.85261 1.42848
C 7.79586 -1.28807 1.26805
C 7.96968 -0.20160 0.42709
C 6.87242 0.35343 -0.20252
C 5.59822 -0.19099 -0.04055
P 4.12171 0.76738 -0.60971
C 4.71342 1.38918 -2.22323
C 5.46233 0.54094 -3.04312
C 5.81650 0.94135 -4.32276
C 5.41306 2.17986 -4.80340
C 4.61942 3.00191 -4.01740
C 4.26023 2.60224 -2.73788
C 4.32343 2.05433 0.68273
C 5.31384 3.03008 0.70670
C 5.52238 3.77446 1.85879
C 4.74746 3.55417 2.98963
C 3.75969 2.57946 2.97342
C 3.54768 1.83540 1.82249
C 3.94598 -3.19031 0.38401
C 4.88776 -4.21718 0.35626
C 4.52967 -5.48664 -0.06568
C 3.24262 -5.76657 -0.48343
C 2.30525 -4.75293 -0.48169
C 2.63930 -3.47133 -0.04950
P 1.29222 -2.24244 0.08561
C 0.48733 -2.56429 -1.56061
C 0.92099 -1.57159 -2.45770
C 0.48365 -1.54107 -3.77709
C -0.41007 -2.50114 -4.22073
C -0.81589 -3.50945 -3.35482
C -0.37157 -3.54862 -2.04152
C 0.56009 -2.75996 1.68965
C 0.63280 -4.05150 2.21326
C 0.23092 -4.30311 3.51541
C -0.23518 -3.27314 4.32011
C -0.31914 -1.98468 3.81506
C 0.08328 -1.73751 2.51401
H 6.41741 -2.67025 2.11940
H 8.63984 -1.70063 1.80460
H 8.95104 0.23122 0.28630
H 7.01183 1.21675 -0.83783
H 5.77333 -0.42961 -2.67761
H 6.41240 0.28848 -4.94738
H 5.71067 2.50295 -5.79232
H 4.27542 3.95316 -4.40318
H 3.62048 3.22951 -2.12900
H 5.92104 3.21194 -0.17139
H 6.29965 4.52822 1.87783
H 4.91836 4.13858 3.88412
H 3.16846 2.39049 3.86064
H 2.79170 1.05434 1.80823
H 5.90426 -4.05156 0.64878
H 5.27766 -6.26833 -0.06856
H 2.97207 -6.76062 -0.81164
H 1.30183 -4.96138 -0.82336
H 1.70923 -0.88099 -2.15216
H 0.86059 -0.77874 -4.44707
H -0.77319 -2.47866 -5.23924
H -1.48415 -4.28351 -3.70963
H -0.70470 -4.36580 -1.41607
H 1.01174 -4.86479 1.61047
H 0.29240 -5.31106 3.90398
H -0.51403 -3.47121 5.34652
H -0.66687 -1.17259 4.43980
H 0.04373 -0.71357 2.15113
C -5.87241 4.76139 1.55088
C -5.71238 3.80443 0.36267
C -5.37462 4.60708 -0.90946
C -7.03416 3.06119 0.14778
C -4.54944 2.85440 0.57899
C -3.34630 3.29020 1.11860
C -2.26130 2.44333 1.12345
N -2.26806 1.18975 0.66608
C -3.46203 0.70225 0.26531
C -4.58392 1.51986 0.18923
C -3.58146 -0.75330 0.00654
C -4.84386 -1.34152 -0.02143
C -5.00803 -2.71733 -0.08844
C -3.82997 -3.45577 -0.08240
C -2.61691 -2.80393 -0.06640
N -2.45723 -1.47857 -0.05236
C -6.36196 -3.40489 -0.08870
C -6.44002 -4.29558 1.16538
C -6.49222 -4.27913 -1.34461
C -7.51647 -2.40277 -0.05004
H -6.76282 5.37215 1.40509
H -5.02701 5.44265 1.65220
H -5.99106 4.20987 2.48533
H -6.13691 5.36935 -1.07620
H -5.34636 3.95397 -1.78372
H -4.40697 5.10460 -0.81833
H -7.84109 3.78666 0.05239
H -7.26454 2.41043 0.99414
H -7.02646 2.46769 -0.76808
H -3.22841 4.29099 1.50972
H -1.31890 2.77891 1.51990
H -5.50338 1.10796 -0.19026
H -5.71433 -0.71196 0.04829
H -3.83762 -4.53744 -0.08227
H -1.72243 -3.39580 -0.00792
H -5.68559 -5.08222 1.14969
H -7.42051 -4.76957 1.21778
H -6.30168 -3.69964 2.06957
H -5.65202 -4.96656 -1.45110
H -6.54932 -3.66702 -2.24656
H -7.40382 -4.87351 -1.27797
H -7.48808 -1.80697 0.86496
H -8.46306 -2.94222 -0.05952
H -7.50111 -1.73728 -0.91545
C 1.98965 5.20103 -0.33370
P 0.74597 3.92756 0.15327
C 0.48882 4.54440 1.88893
C -0.64395 4.70020 -0.80543
H 1.57554 6.18568 -0.11199
H 2.21923 5.14639 -1.39766
H 2.90795 5.06393 0.23013
H -0.30280 5.29304 1.93450
H 1.41836 5.00006 2.22813
H 0.25758 3.73593 2.58275
H -0.96662 5.63560 -0.34693
H -1.49405 4.03378 -0.91169
H -0.26241 4.91289 -1.80524

Cartesian forces, eV/Å:
Pb -0.41 0.09 -0.13
O 0.12 -0.39 -0.04
C 0.19 0.05 -0.21
C -0.22 -0.03 0.13
C 0.04 -0.05 0.05
C 0.06 0.10 -0.06
C 0.08 -0.19 0.09
C -0.39 -0.12 -0.12
P -0.07 -0.36 0.00
C -0.12 -0.06 0.07
C -0.03 0.14 -0.01
C -0.01 0.01 -0.02
C 0.00 0.01 -0.04
C -0.05 0.02 0.03
C 0.04 -0.05 0.10
C -0.19 -0.14 -0.15
C -0.11 0.14 -0.01
C 0.02 0.14 -0.09
C -0.03 -0.02 0.03
C -0.03 0.03 0.04
C 0.02 0.16 -0.10
C -0.21 0.09 -0.04
C -0.11 0.16 -0.07
C 0.11 0.00 -0.01
C -0.13 -0.11 -0.05
C 0.08 0.08 -0.07
C 0.45 0.67 0.20
P 0.25 -0.94 0.22
C -0.11 0.33 0.33
C 0.02 -0.04 -0.02
C -0.01 0.02 -0.04
C 0.04 0.05 0.02
C -0.02 -0.05 0.00
C -0.05 -0.04 0.01
C -0.28 0.15 -0.32
C -0.10 -0.04 -0.09
C -0.01 -0.05 -0.05
C -0.01 0.00 0.03
C 0.01 0.05 0.03
C -0.05 -0.13 -0.14
H -0.08 -0.11 0.05
H -0.02 -0.01 0.01
H 0.00 -0.02 0.00
H -0.05 0.06 0.02
H 0.07 0.02 -0.01
H 0.00 0.00 0.02
H -0.02 -0.03 0.00
H 0.03 0.00 0.02
H 0.03 0.13 0.04
H 0.03 -0.01 0.01
H -0.02 -0.01 -0.01
H 0.02 -0.02 0.00
H -0.01 0.02 0.00
H 0.03 -0.01 0.04
H 0.21 0.13 0.07
H 0.02 0.03 0.00
H 0.00 0.01 -0.01
H 0.01 -0.02 -0.01
H 0.03 0.06 0.02
H -0.03 -0.02 -0.01
H 0.02 -0.03 0.00
H 0.01 0.00 0.01
H 0.05 0.03 0.02
H 0.03 0.00 0.03
H 0.02 0.02 0.02
H -0.04 -0.01 -0.02
H -0.01 -0.01 -0.01
H 0.03 0.08 0.08
C 0.06 -0.07 0.01
C -0.08 0.05 -0.08
C -0.04 0.00 0.06
C 0.09 0.00 0.03
C -0.02 -0.09 -0.06
C 0.12 0.09 0.10
C 0.16 0.04 0.03
N -0.31 -0.39 -0.02
C 0.08 0.38 -0.01
C 0.03 0.01 -0.08
C 0.08 -0.30 0.03
C -0.06 0.11 -0.04
C 0.06 0.04 0.00
C 0.04 -0.01 -0.08
C 0.15 -0.02 0.17
N 0.14 0.33 0.07
C -0.08 -0.08 0.09
C -0.01 0.09 -0.04
C 0.02 0.05 0.00
C 0.10 -0.06 0.04
H 0.01 0.01 -0.01
H -0.01 -0.01 0.01
H 0.00 0.03 0.01
H 0.00 -0.01 -0.01
H 0.02 0.02 -0.01
H -0.02 0.03 0.00
H -0.01 -0.01 0.00
H -0.04 0.00 -0.02
H -0.02 -0.01 0.02
H 0.01 -0.01 -0.01
H 0.17 0.14 0.04
H 0.01 0.07 -0.03
H -0.03 -0.09 0.02
H -0.01 0.01 0.02
H 0.19 0.03 0.01
H -0.01 -0.01 0.02
H 0.01 -0.01 -0.01
H 0.00 -0.04 0.01
H -0.02 -0.02 0.01
H 0.02 -0.01 0.00
H 0.00 0.01 -0.03
H -0.05 0.04 -0.03
H 0.00 0.01 -0.02
H -0.03 0.01 0.01
C 0.09 -0.36 -0.03
P -0.01 0.57 -0.16
C -0.07 -0.28 -0.09
C 0.13 -0.28 0.12
H 0.02 0.02 -0.01
H -0.02 -0.03 0.00
H 0.15 -0.03 0.06
H 0.02 0.02 -0.02
H 0.01 -0.02 0.00
H -0.04 0.04 0.03
H 0.00 0.02 -0.03
H -0.15 -0.01 0.02
H -0.03 0.01 0.01

Record 2
9 unconnected molecules or ions with the total composition C57H66Cl9N3O8 in a non-equilibrium geometry, computed with wB97M-V/def2-TZVPD.

Properties
HOMO energy = -11.789 eV
DFT total energy = -193709.1734 eV
Net charge = +2
HOMO-LUMO gap = 4.53 eV
Maximum force = 3.854 eV Å⁻¹
LUMO = -7.26 eV

Element x y z (Å)
C -2.94700 3.21583 -6.70273
N -2.24174 3.55796 -5.37380
C -1.98880 4.82184 -5.05153
C -1.12782 5.13340 -4.00537
C -0.74853 4.15161 -3.10373
C -1.10362 2.80930 -3.43078
C -1.83589 2.54756 -4.59940
C -0.00428 4.46182 -1.89678
C 1.30104 5.02841 -1.95696
C 2.02897 5.21468 -0.80353
N 1.46595 4.89299 0.31945
C 0.27284 4.33123 0.48440
C -0.51712 4.08927 -0.67123
C 2.37347 5.00636 1.51383
H -3.68662 2.45951 -6.43998
H -2.15956 2.95651 -7.41040
H -3.43906 4.06888 -7.16994
H -2.58177 5.50292 -5.64390
H -0.83640 6.15679 -3.82057
H -0.81757 2.00509 -2.76910
H -2.12076 1.56836 -4.95492
H 1.67124 5.25825 -2.94515
H 3.04138 5.59002 -0.78033
H -0.14266 4.11820 1.45825
H -1.50951 3.67183 -0.58575
H 2.41072 6.05692 1.80199
H 3.29283 4.44396 1.35076
H 1.86497 4.46306 2.31031
C 6.24248 -0.37907 -2.65835
C 4.82459 -0.88905 -2.97176
C 3.93102 0.07137 -3.77690
C 2.89738 -0.61177 -4.67252
N 2.15254 0.42482 -5.57194
C 1.08481 -0.37349 -6.38180
C 0.98471 0.33175 -7.72066
C 2.20753 1.21315 -7.92457
C 2.94937 1.09583 -6.68835
C 1.39080 1.45075 -4.68080
H 6.82071 -1.01277 -1.98591
H 6.19336 0.62987 -2.24879
H 6.89429 -0.22131 -3.51761
H 4.34515 -1.11010 -2.01815
H 4.88718 -1.87328 -3.43595
H 4.57543 0.79555 -4.27528
H 3.33548 0.69176 -3.10716
H 2.21819 -1.25400 -4.11188
H 3.47511 -1.19960 -5.38581
H 0.13285 -0.48422 -5.86257
H 1.32570 -1.41973 -6.57010
H 0.11453 0.95840 -7.91615
H 0.98668 -0.40048 -8.52809
H 1.85232 2.20103 -8.21788
H 2.91994 1.01691 -8.72585
H 3.25955 2.05082 -6.26422
H 3.71657 0.34578 -6.88048
H 2.13327 2.02265 -4.12423
H 0.63155 0.83240 -4.20196
H 0.87895 2.06208 -5.42401
Cl -0.17909 -1.29447 -1.35634
O 1.21226 -1.42504 -1.50609
O -0.63233 -0.88865 -2.64393
O -0.67139 -2.58948 -1.04671
O -0.42379 -0.29295 -0.35693
Cl 3.28839 -5.65946 -0.15476
C 2.90716 -3.88529 -0.00399
C 3.62877 -3.22098 1.19314
Cl 5.33690 -2.77482 0.85722
H 1.83778 -3.94325 0.19891
H 3.15060 -3.34654 -0.91973
H 3.61656 -3.91820 2.03090
H 3.06036 -2.32022 1.42475
Cl 1.63827 -4.23752 -4.96388
C 1.01473 -4.85980 -3.39485
C -0.51438 -5.08938 -3.44511
Cl -0.97069 -6.20002 -2.19802
H 1.18801 -4.14995 -2.58602
H 1.52722 -5.79349 -3.16318
H -0.84187 -5.47988 -4.40863
H -1.16456 -4.21547 -3.40434
Cl 3.93142 -0.19531 3.05040
C 3.79762 1.10426 1.75183
C 2.97743 0.53369 0.61023
Cl 2.83474 1.88306 -0.56561
H 4.73797 1.57807 1.47014
H 3.28112 1.95654 2.19337
H 1.99522 0.24269 0.98265
H 3.45337 -0.30730 0.10591
Cl -4.16939 2.63186 0.69728
C -4.00664 1.24867 -0.49751
C -4.29676 1.82042 -1.92432
Cl -4.22373 0.52126 -3.14636
H -4.69359 0.46542 -0.17697
H -3.00760 0.81332 -0.51931
H -3.44512 2.46814 -2.13231
H -5.23788 2.35374 -2.05840
C 1.13794 -5.39847 6.69573
C 0.01437 -5.47263 7.55669
C -1.11509 -4.73741 7.22045
C -1.21767 -3.97876 6.01862
C -0.05157 -3.87513 5.15443
C 1.11766 -4.58810 5.48843
C -0.20268 -3.13078 3.87489
O 0.79642 -2.83110 3.19101
C -1.55946 -2.67094 3.48201
C -1.77563 -2.06482 2.20082
C -3.03206 -1.53102 1.87250
C -4.08172 -1.83371 2.71553
C -3.87587 -2.36488 3.97766
C -2.59751 -2.73758 4.41336
C -2.46580 -3.25198 5.74376
O -3.36204 -3.18995 6.59628
H 1.98356 -6.05326 6.84591
H 0.06768 -6.07470 8.45172
H -1.94353 -4.67776 7.91076
H 2.01686 -4.58733 4.89024
H -0.94714 -2.01913 1.50951
H -3.23004 -1.06040 0.92080
H -5.09127 -1.52979 2.48136
H -4.71144 -2.33601 4.66132
C -5.15168 -0.01336 8.88580
C -6.00042 0.60309 7.95036
C -5.59084 0.87105 6.65806
C -4.23474 0.66667 6.33286
C -3.32450 0.16602 7.27639
C -3.79139 -0.23393 8.52753
C -1.86384 0.04652 6.95842
O -0.95068 -0.27174 7.76266
C -1.43045 0.46697 5.61059
C -0.03388 0.37416 5.26995
C 0.46660 0.69818 4.00937
C -0.46347 1.10595 3.03290
C -1.86095 1.16295 3.30704
C -2.30771 0.94216 4.60433
C -3.73626 1.05921 4.92239
O -4.54374 1.34902 4.00409
H -5.48502 -0.24493 9.88662
H -6.99235 0.85430 8.29582
H -6.21842 1.40539 5.96018
H -3.07498 -0.61732 9.23898
H 0.69390 0.10670 6.02174
H 1.51570 0.58931 3.77715
H -0.15581 1.35130 2.02715
H -2.55286 1.47565 2.53900

Cartesian forces, eV/Å:
C 0.36 0.40 1.03
N -0.76 -0.35 -1.09
C 0.19 0.41 0.01
C -0.68 0.43 -0.02
C -0.72 -1.53 -1.89
C -0.54 0.82 -0.21
C 0.80 0.06 0.92
C 1.75 0.09 0.91
C -1.14 -0.33 -0.59
C -0.21 0.29 -2.95
N 0.84 -0.89 3.66
C -1.76 -0.11 -2.19
C 0.83 0.48 1.29
C -1.38 -0.51 0.75
H 0.27 -0.16 -0.48
H -0.16 -0.61 0.22
H -0.04 0.24 0.66
H 0.63 0.60 -0.04
H -0.28 0.18 -0.07
H -0.06 -0.34 -0.01
H 0.15 -0.22 0.33
H 0.41 0.17 0.13
H -0.04 0.04 -0.01
H 0.48 -0.04 0.24
H -0.06 -0.16 0.24
H 0.59 -0.15 -0.15
H 0.09 0.60 -0.35
H 0.04 0.17 0.13
C 0.00 0.70 -0.39
C 0.21 -0.50 0.44
C -0.47 0.49 0.68
C 1.89 0.94 -1.03
N -2.30 -1.26 0.47
C -0.29 0.21 -0.28
C -0.26 -0.49 -1.76
C -1.11 1.03 -1.43
C 1.72 -0.37 2.92
C 0.54 -1.40 -2.32
H -0.41 -0.07 0.13
H -0.12 0.01 0.49
H -0.25 -0.35 -0.47
H -0.17 0.07 0.08
H 0.03 0.00 -0.37
H -0.01 -0.17 -0.70
H 0.26 -0.05 0.54
H -0.39 0.34 -0.13
H -0.39 -0.36 -0.15
H 0.14 0.55 0.41
H 0.98 0.14 0.46
H -0.26 -0.24 0.53
H -0.34 -0.21 0.15
H 0.15 0.33 0.62
H -0.44 -0.74 -0.23
H 0.77 -0.28 -0.15
H 0.66 0.60 0.41
H -0.46 -0.22 0.31
H 0.43 0.31 0.89
H 0.04 0.38 0.15
Cl 1.07 -1.10 -0.26
O 3.54 0.11 0.19
O -1.88 1.34 -1.56
O -1.37 -0.08 0.75
O -1.08 0.42 0.41
Cl 0.32 0.64 -0.19
C 0.46 -0.38 0.87
C -0.77 -0.78 -0.73
Cl -0.40 -0.06 -0.12
H 0.06 0.63 -0.11
H -0.21 -0.33 -0.07
H 0.08 0.32 0.05
H 0.24 -0.04 0.21
Cl -0.07 0.16 0.29
C -1.23 0.05 0.54
C 0.11 0.40 -1.65
Cl -0.27 -0.53 0.79
H 0.40 0.16 -0.27
H -0.04 0.12 -0.25
H 0.48 -0.61 -0.04
H 0.63 0.46 0.68
Cl 0.24 1.13 -0.96
C -0.28 -0.20 0.87
C 0.45 -0.05 0.67
Cl -0.36 0.17 -0.39
H 0.42 -0.96 -0.09
H -0.48 -0.28 0.28
H -0.08 0.07 -0.39
H -0.02 0.17 0.02
Cl 0.42 -0.77 -0.81
C -0.72 0.53 -0.74
C 0.56 -0.31 1.02
Cl 0.01 -0.06 -0.02
H -0.15 0.27 -0.14
H 0.15 0.31 0.38
H -0.26 0.28 -0.15
H 0.12 -0.15 0.33
C -1.22 0.82 -1.50
C 1.15 0.65 -1.50
C -0.16 0.89 -0.71
C 2.59 -0.87 0.91
C -1.26 -0.96 0.96
C -0.89 -0.84 2.10
C 2.21 0.91 -0.96
O -1.58 -0.66 0.92
C -0.09 0.66 -1.02
C -0.07 -0.13 1.18
C 0.79 -1.58 0.08
C -0.41 0.68 0.60
C 0.21 0.58 0.11
C -1.52 0.82 -2.15
C -0.65 -1.02 2.40
O 1.08 0.25 -1.29
H 0.20 0.20 0.23
H -0.12 0.01 0.03
H -0.21 -0.18 -0.10
H -0.19 0.20 -0.28
H 0.04 0.10 0.07
H 0.27 0.01 -0.07
H -0.08 0.07 -0.19
H 0.04 -0.48 0.19
C 1.58 0.27 -1.19
C 0.05 -0.69 0.85
C 1.34 0.44 0.17
C 0.24 0.64 -1.33
C 0.01 -0.54 0.19
C -1.21 0.54 0.36
C 2.11 0.04 1.82
O -2.95 0.42 -1.48
C 1.84 0.40 -2.10
C -0.74 0.26 0.29
C -1.80 0.24 -0.21
C -1.11 -0.27 0.53
C 2.01 0.61 0.17
C 0.56 -0.96 0.91
C -2.98 -0.27 -1.26
O 1.65 -0.38 2.35
H -0.09 -0.03 -0.03
H -0.20 0.01 -0.24
H -0.11 -0.26 -0.15
H -0.03 -0.16 0.05
H -0.27 -0.30 0.25
H 0.02 0.06 0.11
H 0.20 -0.14 -0.25
H -0.09 -0.07 0.08